(1)
DFT (ωB97M-V with the def2-TZVPD basis set) results for the molecule CH3FP2.

Atoms and positions in Å:
C: -2.09050 -0.06736 0.47663
F: -2.87704 -0.94186 -0.02765
P: 1.33385 -1.11540 0.00314
P: -0.37200 -0.00178 -0.38728
H: 1.28357 -2.48369 -0.08325
H: -2.83856 0.73831 0.56716
H: 0.14221 0.93254 0.37317

The molar mass is 96.0 u. As for the highest occupied orbital energy (alpha / beta): -8.139 / -8.123 eV. Its HOMO-LUMO gap (alpha / beta) is 6.764 / 7.834 eV.

Need the natural (NBO) charges? In units of e they are: -0.010, -0.329, -0.039, 0.253, -0.022, 0.162, -0.016

***

(2)
DFT (ωB97M-V with the def2-TZVPD basis set) results for the molecule CH3FP2.

Atoms and positions in Å:
F: -2.32266 -0.97633 0.24145
P: -1.93200 0.60423 -0.13105
C: -0.21210 0.63047 -0.08164
P: 1.12468 -0.52874 -0.55934
H: 0.14377 1.60205 -0.08294
H: 2.17621 0.05806 0.25167
H: 1.02210 -1.38974 0.36185

The molar mass is 96.0 u. As for the highest occupied orbital energy: -9.013 eV. As for the SMILES: F/P=C\P. Its HOMO-LUMO gap is 8.641 eV.

Need the natural (NBO) charges? In units of e they are: -0.591, 1.053, -1.015, 0.384, 0.230, -0.017, -0.045

***

(3)
DFT (ωB97M-V with the def2-TZVPD basis set) results for a cluster of 2 separate species, CH3FP2 in total.

Atoms and positions in Å:
F: -1.18352 -3.57730 -2.60150
C: -2.01450 -2.67601 -2.32474
P: -3.13289 -1.61458 -2.36753
P: 0.28628 -0.62095 0.28375
H: 0.38396 -0.04460 -1.06605
H: 1.02834 0.43396 0.72649
H: -0.91474 0.20589 0.51036

The molar mass is 96.0 u. As for the highest occupied orbital energy: -9.988 eV. As for the SMILES: FC#P.P. Its HOMO-LUMO gap is 10.495 eV.

Need the natural (NBO) charges? In units of e they are: -0.276, -0.075, 0.352, 0.009, 0.003, -0.016, 0.004

***

(4)
DFT (ωB97M-V with the def2-TZVPD basis set) results for a cluster of 2 separate species, CH3FP2 in total.

Atoms and positions in Å:
C: 0.28302 0.82614 0.10617
F: 1.20904 0.71141 0.98738
P: 0.35238 2.07130 -0.93784
P: -0.94028 -1.62968 0.18480
H: -0.60291 1.45005 -1.70163
H: 0.37561 -1.82097 -0.14748
H: -0.67686 -1.60825 1.50860

The molar mass is 96.0 u. As for the highest occupied orbital energy (alpha / beta): -9.067 / -8.936 eV. Its HOMO-LUMO gap (alpha / beta) is 7.840 / 7.723 eV.

Need the natural (NBO) charges? In units of e they are: -0.058, -0.347, 0.295, 0.209, -0.020, -0.032, -0.046

***

Here are the energies relative to the best structure, in kJ/mol: (1) 322.0; (2) 0.0; (3) 188.0; (4) 333.6.

***

(1)
DFT (ωB97M-V with the def2-TZVPD basis set) results for a structure of composition CH2N4OS.

Atoms and positions in Å:
C: 0.24126 0.22448 0.32004
H: 2.57187 -1.97932 -0.92419
H: -1.57494 -0.53739 -0.91582
N: 1.18766 -0.66756 0.37357
N: -0.97980 0.51366 -0.48978
N: -1.83544 1.10035 0.36509
N: -1.16634 1.76096 1.24178
O: 0.19951 1.18314 1.14753
S: 1.35623 -1.59832 -1.11822

The molar mass is 118.1 u. As for the highest occupied orbital energy: -8.858 eV. Its HOMO-LUMO gap is 8.591 eV.

Need the natural (NBO) charges? In units of e they are: 0.619, 0.121, 0.420, -0.604, -0.441, -0.004, 0.120, -0.349, 0.119

***

(2)
DFT (ωB97M-V with the def2-TZVPD basis set) results for the molecule CH2N4OS.

Atoms and positions in Å:
H: 1.43981 -1.56986 0.41150
N: 1.71724 -0.61501 0.54376
C: 0.80124 0.17651 0.30036
N: 0.96782 1.62044 0.21319
N: -0.11950 2.11818 -0.07652
O: -1.13310 1.24517 -0.26416
N: -0.55050 -0.05820 0.06678
S: -1.06300 -1.28146 -1.02135
H: -2.06003 -1.63578 -0.17355

The molar mass is 118.1 u. As for the highest occupied orbital energy: -10.014 eV. As for the SMILES: [H]/N=c1/nnon1S. Its HOMO-LUMO gap is 9.849 eV.

Need the natural (NBO) charges? In units of e they are: 0.355, -0.630, 0.448, -0.189, 0.183, -0.187, -0.345, 0.232, 0.133

***

Here are the energies relative to the best structure, in kJ/mol: (1) 73.0; (2) 0.0.

***

(1)
DFT (ωB97M-V with the def2-TZVPD basis set) results for a cluster of 2 separate species, C11H15N in total.

Atoms and positions in Å:
C: 0.38087 -3.75492 2.71056
C: -0.54171 -2.60093 2.15262
H: -0.35423 -4.44424 3.13414
H: 1.08537 -4.09671 2.02760
H: 0.94432 -3.27892 3.40165
H: -0.58148 -1.86828 2.90978
H: 0.09229 -2.01702 1.21573
H: -1.46568 -3.01183 1.67727
C: 1.20015 1.58533 1.91164
C: -0.71831 0.30635 -1.00681
C: 0.47360 0.80328 -0.39365
C: 0.22636 0.83304 0.99725
C: -1.00415 0.32521 1.20714
C: -0.11991 1.10085 -3.16360
C: -1.02548 0.42098 -2.36200
C: 1.13409 1.37356 -2.69972
C: 1.39688 1.31827 -1.28033
N: -1.50952 -0.19335 0.00917
H: -0.47699 1.28333 -4.13073
H: -1.95132 -0.06004 -2.81542
H: 1.93017 1.57593 -3.54678
H: 2.45604 1.45957 -0.97654
H: -2.43557 -0.39963 -0.09585
H: -1.56763 0.23092 2.21877
H: 2.31575 1.82632 1.45519
H: 1.31286 1.27839 2.90270
H: 0.84846 2.60955 2.11973

Its charge is +1. The molar mass is 161.2 u. Its expectation value of S² is 0.77. As for the highest occupied orbital energy (alpha / beta): -13.173 / -13.068 eV. As for the spin multiplicity: 2. Its HOMO-LUMO gap (alpha / beta) is 9.442 / 5.788 eV.

Need the natural (NBO) charges? In units of e they are: -0.600, -0.591, 0.218, 0.213, 0.200, 0.195, 0.156, 0.217, -0.668, 0.140, -0.152, 0.094, 0.092, -0.130, -0.162, -0.223, -0.041, -0.426, 0.238, 0.252, 0.266, 0.242, 0.426, 0.272, 0.252, 0.254, 0.267

***

(2)
DFT (ωB97M-V with the def2-TZVPD basis set) results for a cluster of 2 separate species, C11H15N in total.

Atoms and positions in Å:
C: -1.53505 -0.18967 -1.95221
C: -1.14241 0.30889 -3.35404
H: -1.47150 -1.24706 -1.72786
H: -1.06746 0.38867 -1.15544
H: -2.59927 0.06116 -1.83732
H: -1.26477 1.38443 -3.43923
H: -1.70507 -0.24330 -4.09928
H: -0.07213 0.09442 -3.43134
C: 2.83860 -1.19628 0.15264
C: 0.77971 0.09980 0.93803
C: 1.60057 -1.04680 0.96690
C: -0.27576 -0.16654 1.86403
C: 1.05803 -1.95991 1.90874
C: -0.35125 2.17816 0.41311
C: -1.35816 1.88821 1.31953
C: 0.66531 1.25981 0.17234
C: -1.33658 0.67884 2.03198
N: -0.04235 -1.42491 2.42163
H: -0.33318 3.10391 -0.13906
H: -2.13751 2.58078 1.51250
H: 1.34075 1.48169 -0.64339
H: -2.12400 0.38898 2.71731
H: 2.74235 -0.77104 -0.84239
H: 3.13854 -2.23551 0.04801
H: 1.53698 -2.87327 2.21576
H: -0.49122 -1.85985 3.21440
H: 3.60683 -0.68361 0.72466

Its charge is +1. The molar mass is 161.2 u. Its expectation value of S² is 0.77. As for the highest occupied orbital energy (alpha / beta): -12.974 / -13.483 eV. As for the spin multiplicity: 2. Its HOMO-LUMO gap (alpha / beta) is 9.234 / 6.546 eV.

Need the natural (NBO) charges? In units of e they are: -0.611, -0.603, 0.205, 0.180, 0.206, 0.210, 0.221, 0.193, -0.666, -0.185, 0.146, 0.222, 0.100, -0.225, -0.105, -0.059, -0.208, -0.451, 0.248, 0.242, 0.238, 0.241, 0.252, 0.246, 0.252, 0.447, 0.263

***

Here are the energies relative to the best structure, in kJ/mol: (1) 245.8; (2) 0.0.

***

(1)
DFT (ωB97M-V with the def2-TZVPD basis set) results for the ion C6H8N3O with charge +1.

Atoms and positions in Å:
C: 0.57455 -2.23418 0.11525
C: 0.11584 -0.96272 -0.73021
C: 0.04925 0.32923 0.11325
C: 1.14058 0.53280 0.87382
N: 2.06518 0.40348 1.54088
N: -1.17121 0.37464 0.93505
C: -1.95226 1.21140 0.36552
N: -1.34660 2.02416 -0.59844
C: -0.04833 1.61873 -0.81114
O: 0.81223 1.83955 -1.59993
H: 0.04043 -2.16586 1.03286
H: 1.68246 -2.27878 0.25428
H: 0.35374 -3.16642 -0.39366
H: -1.02470 -1.22145 -0.84393
H: 0.73903 -0.69485 -1.64932
H: 2.90319 0.38341 2.08084
H: -3.02060 1.48970 0.58051
H: -1.91277 2.51715 -1.26564

Its charge is +1. The molar mass is 138.2 u. As for the highest occupied orbital energy: -14.245 eV. As for the SMILES: CC[C@]1(C#[NH+])N=CNC1=O. Its HOMO-LUMO gap is 9.945 eV.

Need the natural (NBO) charges? In units of e they are: -0.622, -0.373, -0.223, 0.737, -0.407, -0.412, 0.303, -0.625, 0.703, -0.487, 0.224, 0.212, 0.253, 0.264, 0.262, 0.498, 0.246, 0.447

***

(2)
DFT (ωB97M-V with the def2-TZVPD basis set) results for the ion C6H8N3O with charge +1.

Atoms and positions in Å:
N: -0.53632 -0.57345 -1.19482
C: 0.69997 0.03066 -0.87242
C: 1.86227 0.26201 -1.59137
O: 2.90336 0.57932 -0.79662
C: 2.48194 0.52486 0.51727
C: 1.14041 0.16690 0.53632
C: 0.35897 -0.16656 1.70419
N: -0.89379 -0.31091 1.63714
C: -1.80926 -0.48549 0.77663
N: -2.71915 0.41779 0.50263
H: -0.52142 -1.55151 -1.42315
H: -0.81928 0.01305 -1.95577
H: 1.95952 0.28282 -2.59137
H: 3.23272 0.85866 1.28346
H: 1.01223 -0.20551 2.62643
H: -2.30061 -1.41261 0.55408
H: -2.47324 1.35609 0.32661
H: -3.57831 0.21389 -0.03926

Its charge is +1. The molar mass is 138.2 u. As for the highest occupied orbital energy: -13.016 eV. As for the SMILES: Nc1cocc1/C=N\C=[NH2+]. Its HOMO-LUMO gap is 8.916 eV.

Need the natural (NBO) charges? In units of e they are: -0.830, 0.051, 0.132, -0.362, 0.194, -0.259, 0.242, -0.408, 0.420, -0.718, 0.404, 0.398, 0.210, 0.248, 0.235, 0.219, 0.403, 0.420

***

(3)
DFT (ωB97M-V with the def2-TZVPD basis set) results for the ion C6H8N3O with charge +1.

Atoms and positions in Å:
C: -3.05372 -1.12724 -0.35021
C: -3.19389 0.24398 -0.43068
C: -1.71252 -1.57046 0.00507
C: -2.35839 1.22435 -0.14088
C: 0.54296 -0.83394 0.63678
C: 2.59863 0.20784 0.19318
N: -0.59691 -0.88840 0.11441
N: 3.69959 0.32906 -0.44958
N: 1.57418 -0.41566 -0.28058
O: -2.05612 2.13552 0.64935
H: -3.67356 -1.85053 -0.83984
H: -4.22583 0.62728 -0.79404
H: -1.54794 -2.67918 0.02161
H: 2.44886 0.56337 1.14968
H: 4.45449 0.94387 0.03120
H: 3.93363 -0.04309 -1.28099
H: 1.58644 -0.87813 -1.14752
H: -2.44682 2.35422 1.57318

Its charge is +1. The molar mass is 138.2 u. As for the highest occupied orbital energy: -10.718 eV. Its HOMO-LUMO gap is 7.227 eV.

Need the natural (NBO) charges? In units of e they are: -0.362, -0.328, 0.114, 0.514, 0.184, 0.409, -0.487, -0.691, -0.560, -0.579, 0.255, 0.309, 0.214, 0.233, 0.439, 0.416, 0.407, 0.513

***

Here are the energies relative to the best structure, in kJ/mol: (1) 30.7; (2) 0.0; (3) 403.7.